a | Below is the molecule C4H4O2, with properties calculated with wB97M-V/def2-TZVPD.

Values from the calculation:
Molecular weight ... 84.07 g mol⁻¹
E_HOMO ... -10.532 eV

Positions of all 10 atoms, in Å:
C (-2.930, 0.005, 0.009)
C (-1.484, -0.138, -0.069)
C (-0.280, -0.041, 0.096)
C (1.246, -0.124, 0.011)
O (1.935, -1.129, -0.008)
O (1.772, 1.120, -0.020)
H (-3.151, 0.558, 0.980)
H (-3.412, -0.994, -0.156)
H (-3.403, 0.593, -0.784)
H (0.995, 1.700, -0.092)

=====

b | Below is the molecule C4H4O2, with properties calculated with wB97M-V/def2-TZVPD.

Values from the calculation:
Molecular weight ... 84.07 g mol⁻¹
E_HOMO ... -10.582 eV

Positions of all 10 atoms, in Å:
C (2.096, -0.792, -0.008)
C (1.376, 0.172, -0.014)
C (0.202, 1.038, 0.174)
O (-0.731, 0.227, 0.901)
C (-1.646, -0.506, 0.214)
O (-2.673, -0.060, -0.207)
H (2.600, -1.722, 0.065)
H (-0.233, 1.360, -0.777)
H (0.409, 1.906, 0.803)
H (-1.397, -1.572, 0.115)

=====

List of relative energies, unit hartree: a 0.0000; b 0.0356

=====

a | Below is a structure of composition C7H8, with properties calculated with wB97M-V/def2-TZVPD.

Values from the calculation:
Molecular weight ... 92.14 g mol⁻¹
E_HOMO (spin up / spin down) ... -6.612 / -6.929 eV

Positions of all 15 atoms, in Å:
C (-1.551, -1.531, 0.456)
C (-0.519, -0.515, 0.146)
C (0.048, 1.507, -1.119)
C (1.207, 0.629, -0.944)
C (0.640, 1.534, 0.286)
C (0.060, 0.458, 1.045)
C (0.706, -0.712, -0.450)
H (-1.169, -2.315, 1.120)
H (-2.409, -1.040, 0.921)
H (-1.886, -1.983, -0.482)
H (0.248, 2.406, -1.711)
H (2.124, 0.649, -1.551)
H (1.133, 2.375, 0.774)
H (0.185, 0.226, 2.108)
H (1.185, -1.689, -0.598)

=====

b | Below is a structure of composition C7H8, with properties calculated with wB97M-V/def2-TZVPD.

Values from the calculation:
Molecular weight ... 92.14 g mol⁻¹
E_HOMO ... -8.506 eV

Positions of all 15 atoms, in Å:
C (1.460, 0.168, 0.803)
C (0.128, -0.226, 0.145)
C (-0.813, -0.930, 1.135)
C (-0.529, 0.948, -0.486)
C (-1.014, 1.708, -1.322)
C (0.286, -0.944, -1.150)
C (0.221, -1.175, -2.375)
H (2.106, 0.681, 0.087)
H (1.964, -0.749, 1.118)
H (1.303, 0.804, 1.682)
H (-0.998, -0.315, 2.023)
H (-1.761, -1.180, 0.654)
H (-0.334, -1.862, 1.448)
H (-1.468, 2.478, -1.912)
H (-0.552, 0.594, -1.850)

=====

List of relative energies, unit hartree: a 0.0000; b 0.0340

=====

a | Below is the molecule C7H8, with properties calculated with wB97M-V/def2-TZVPD.

Values from the calculation:
Molecular weight ... 92.14 g mol⁻¹
E_HOMO ... -9.933 eV

Positions of all 15 atoms, in Å:
C (-2.442, -0.732, -1.695)
C (-1.461, -0.957, -1.034)
C (-0.292, -1.100, -0.163)
C (0.099, 0.292, 0.390)
C (0.779, 1.138, -0.693)
C (0.922, 0.183, 1.599)
C (1.563, 0.120, 2.617)
H (-3.314, -0.521, -2.272)
H (0.553, -1.531, -0.714)
H (-0.527, -1.787, 0.657)
H (-0.837, 0.784, 0.682)
H (1.769, 0.736, -0.934)
H (0.168, 1.131, -1.602)
H (0.899, 2.172, -0.362)
H (2.121, 0.073, 3.525)

=====

b | Below is the molecule C7H8, with properties calculated with wB97M-V/def2-TZVPD.

Values from the calculation:
Molecular weight ... 92.14 g mol⁻¹
E_HOMO ... -9.423 eV

Positions of all 15 atoms, in Å:
C (3.072, 0.983, -0.537)
C (1.955, 1.396, -0.353)
C (0.577, 1.832, -0.094)
C (-0.065, 0.939, 0.950)
C (-0.984, 0.062, 0.648)
C (-1.813, -0.876, 0.275)
C (-1.317, -2.216, -0.213)
H (4.061, 0.613, -0.698)
H (-0.003, 1.782, -1.021)
H (0.578, 2.878, 0.234)
H (0.335, 0.990, 1.961)
H (-2.887, -0.706, 0.328)
H (-0.338, -2.107, -0.689)
H (-2.007, -2.655, -0.939)
H (-1.208, -2.922, 0.618)

=====

List of relative energies, unit hartree: a 0.0020; b 0.0000

=====

a | Below is a structure of composition C7H8, with properties calculated with wB97M-V/def2-TZVPD.

Values from the calculation:
Molecular weight ... 92.14 g mol⁻¹
E_HOMO ... -8.848 eV

Positions of all 15 atoms, in Å:
C (0.536, 1.945, 0.629)
C (0.920, 2.062, -0.628)
C (-0.164, 1.029, 1.538)
C (-0.512, 0.080, 0.692)
C (0.203, 0.541, -0.591)
C (-1.281, -1.146, 0.588)
C (1.343, -0.365, -1.032)
H (-0.395, 1.264, 2.620)
H (-0.915, 0.608, -1.482)
H (-0.884, -1.754, -0.258)
H (-2.275, -0.939, 0.199)
H (-1.450, -1.844, 1.321)
H (2.099, -0.320, -0.291)
H (1.843, 0.104, -1.976)
H (0.933, -1.265, -1.330)

=====

b | Below is a structure of composition C7H8, with properties calculated with wB97M-V/def2-TZVPD.

Values from the calculation:
Molecular weight ... 92.14 g mol⁻¹
E_HOMO ... -9.042 eV

Positions of all 15 atoms, in Å:
C (1.518, -0.274, -0.251)
C (0.770, -1.302, -0.068)
C (-1.663, -0.767, -0.396)
C (-1.536, 0.541, -0.327)
C (0.840, 1.019, -0.063)
C (-0.523, -0.974, 0.597)
C (-0.428, 0.714, 0.638)
H (2.420, -0.337, -0.778)
H (0.975, -2.364, -0.343)
H (-2.130, -1.492, -1.031)
H (-2.069, 1.327, -0.840)
H (1.464, 1.805, 0.568)
H (0.801, 1.377, -1.162)
H (-0.614, -1.595, 1.391)
H (-0.546, 1.181, 1.616)

=====

List of relative energies, unit hartree: a 0.1429; b 0.0000